Formula: C32H23AsCoN6O7S2
Source: OMol25
Level of theory: ωB97M-V/def2-TZVPD

Structure (XYZ):
```
72
Properties=species:S:1:pos:R:3:forces:R:3
H -1.809929 -1.021839 5.404993 0.01 0.01 0.00
H 0.321340 -3.863824 1.980703 0.03 -0.01 0.01
N -1.575198 0.449248 0.220808 -0.12 0.21 -0.08
C -1.544034 3.934322 -2.578626 0.00 -0.12 0.04
C 3.606569 -2.458630 0.500587 -0.04 -0.03 -0.05
O -2.155348 1.647692 -2.398831 -0.06 -0.26 0.10
C -2.946294 2.861700 -4.279961 0.13 -0.08 0.09
H -1.177473 -4.870262 3.634558 0.01 0.01 0.00
O -0.856833 5.205313 -0.721731 0.01 0.01 0.05
C 2.215908 -2.389720 0.601279 -0.04 -0.02 -0.02
S 1.137241 1.984461 2.834964 0.12 -0.05 0.04
C 4.334629 -0.871543 4.424805 0.02 0.00 0.01
C -1.602764 -3.014989 4.627853 0.03 0.07 -0.03
H 3.949986 -5.200403 -1.472612 0.00 0.02 -0.02
C -2.110304 5.063612 -4.634507 0.10 0.10 0.12
C 1.038865 0.096127 -3.389131 -0.09 -0.04 0.21
H -3.393635 4.037200 -5.997043 -0.01 0.00 0.00
H 4.214423 -1.710211 0.990849 0.02 -0.01 0.05
C -0.148394 -3.225087 2.716468 -0.02 0.05 0.03
C -2.203814 2.720005 -3.035314 -0.08 0.08 -0.18
C 1.471610 -3.313812 -0.137764 0.02 0.04 0.03
C 2.548517 -0.388617 2.859575 0.06 0.15 0.11
N 0.293520 -0.889303 -2.923943 0.13 0.16 -0.13
O -0.624580 3.005267 -0.532624 -0.03 0.43 0.24
C -0.954394 4.070411 -1.173909 -0.03 -0.15 -0.07
O -2.624632 6.252151 -6.537264 0.01 -0.01 0.00
S 1.184365 1.679760 -2.713394 -0.07 -0.27 -0.11
C -2.867466 3.997128 -5.056808 -0.11 -0.03 -0.18
N 1.778500 -0.206618 -4.499351 0.02 0.14 -0.15
C -1.486031 5.038302 -3.371893 -0.03 0.17 -0.20
H -1.288130 -2.334845 -1.650672 -0.07 -0.01 0.08
N -2.004093 6.227962 -5.478069 -0.02 -0.09 0.09
C 4.285997 0.452419 4.860545 -0.09 0.04 -0.02
H 2.070652 0.599414 -5.026499 0.05 -0.05 -0.01
C -1.171910 -1.331602 -1.255301 -0.26 -0.20 0.20
H 4.976381 0.792250 5.626856 -0.02 0.02 -0.01
C 0.109304 -1.855957 2.726758 -0.08 -0.10 -0.07
O -4.549645 2.066104 -5.732204 0.13 -0.05 -0.06
H -0.971319 5.914766 -3.005450 -0.02 -0.01 0.04
C 3.456284 -1.276268 3.430593 -0.06 0.00 -0.05
H 5.307439 -3.500907 -0.284579 0.00 0.01 0.00
C 2.082427 -4.320804 -0.872836 0.00 0.03 0.00
O -3.777529 0.705986 -4.261218 0.06 -0.10 -0.10
C -0.506270 -1.072659 3.707930 0.04 -0.01 0.06
C 2.416261 0.932713 3.358104 -0.10 -0.03 0.00
H 0.390085 -3.228081 -0.156652 0.04 -0.06 0.02
C -1.862298 -0.828207 -0.069817 -0.05 -0.11 -0.09
C 3.345241 1.327964 4.350528 0.05 -0.13 -0.05
C -1.349005 -1.647247 4.648540 0.04 -0.10 -0.01
C -2.962471 0.342162 2.137660 -0.01 0.00 -0.08
C -2.099148 1.025037 1.291474 0.10 0.18 0.12
H -2.256352 -3.464892 5.366495 -0.01 0.01 0.00
O -1.295792 7.152653 -5.105206 0.01 0.04 -0.01
H -0.309688 -0.002191 3.728801 0.02 -0.05 0.01
C -0.996761 -3.800888 3.658316 0.00 0.04 -0.03
H -2.942730 -2.593638 0.453933 -0.01 0.02 0.05
H 3.279764 2.343295 4.722219 0.01 0.00 -0.01
N -0.391457 -0.496795 -1.823910 0.16 -0.25 -0.26
H -3.358075 0.832128 3.015468 0.02 0.03 0.01
H 1.477611 -5.023169 -1.435214 -0.01 0.01 0.02
C -3.283137 -0.968113 1.838162 -0.09 -0.04 -0.07
N -3.795612 1.797155 -4.793480 -0.18 0.22 0.24
As 1.270164 -0.867743 1.457031 0.24 -0.08 0.16
H 3.475314 -2.309858 3.102815 0.00 0.00 -0.03
H 5.042174 -1.573918 4.850867 -0.01 0.01 0.00
C 4.225285 -3.463820 -0.233534 -0.05 0.01 -0.02
H -1.794421 2.050391 1.466260 0.00 -0.03 -0.05
C 3.466818 -4.411702 -0.907971 0.01 0.04 0.04
H -3.958130 -1.525090 2.475885 0.05 -0.04 0.00
Co -0.478091 1.268218 -1.201634 0.28 0.54 -0.11
H 1.435611 -0.984207 -5.041437 0.01 -0.03 0.07
C -2.725105 -1.565854 0.717709 -0.12 -0.24 0.05
```
Positions in Å, forces in eV/Å.

* calculated total energy: -176965.20800 eV
* HOMO-LUMO gap (spin up / spin down): 5.845 / 5.806 eV
* energy relative to the best compared isomer or geometry (same formula, charge and spin): 69.3 kJ/mol
* charge: -2
* 2S+1: 2
* LUMO (spin up / spin down): 4.082 / 4.043 eV

Atomic partial charges in e from the Mulliken method, atoms 1 to 6:
1 H 0.40
2 H 0.41
3 N 0.57
4 C 0.16
5 C -0.66
6 O -0.44